1.
58
Properties=species:S:1:pos:R:3:forces:R:3 method="wB97M-V/def2-TZVPD" gap_ev="9.2721 / 5.8710" lumo_energy_ev="-4.11 / -7.49" multiplicity=2 charge=+1 relative_energy_kcal_mol=0.0 s_squared=0.75
C 1.54728 -0.41686 -0.09562 0.706 0.213 1.833
O 2.19022 0.40341 0.90940 -0.356 0.078 -0.514
C 1.96147 -1.90153 -0.04183 -1.996 0.690 -1.187
C 1.47717 -2.51845 1.32968 2.636 -0.055 0.167
C 0.04808 -2.58726 1.53250 0.546 0.256 -0.223
C -0.57115 -1.51246 2.17466 -1.055 0.413 -0.466
C -1.97238 -1.37330 2.56372 0.052 -1.091 0.031
H 1.68410 0.04557 -1.07654 -0.106 -0.223 0.085
H 0.52516 -0.34664 0.27555 -0.536 -0.134 -1.166
H 2.90178 -0.06207 1.37747 0.494 -0.175 -0.471
H 3.00333 -2.06311 -0.27260 0.345 -0.141 0.537
H 1.38761 -2.33529 -0.87459 0.170 -0.272 0.193
H 2.05351 -1.90220 2.02347 -0.814 0.357 0.493
H 2.01996 -3.45426 1.48063 -0.593 -0.553 -0.497
H -0.48997 -3.40344 1.07518 -0.368 -0.178 0.193
H 0.04706 -0.64812 2.21959 0.704 0.287 0.473
H -2.16052 -2.11643 3.35979 -0.127 0.207 0.028
H -2.33183 -0.38681 2.86323 0.394 -0.127 -0.144
H -2.53901 -1.79418 1.72187 -0.270 0.191 -0.027
H 0.47033 3.42077 -1.83326 0.482 -0.266 0.206
H 0.91061 3.68694 -0.29018 0.120 0.138 -0.515
O 0.18534 3.63334 -0.93054 -0.422 0.004 0.607
H 3.77180 -0.37338 2.98144 -0.378 -0.367 0.552
H 5.03521 -0.41422 2.27167 -0.249 -0.680 -0.596
O 4.17060 -0.87376 2.23910 0.835 0.896 0.449
H -1.87312 3.00103 1.88468 -0.003 0.185 0.006
H -2.76578 1.95112 1.34707 -0.878 -0.305 -1.581
O -2.29579 2.17153 2.12191 1.056 0.031 1.869
H 1.68475 2.49944 1.36768 0.883 -0.847 0.374
H 2.77884 3.34174 2.25049 -0.726 -0.702 -0.694
O 1.91674 3.32177 1.79349 -0.082 1.531 0.189
H -0.25841 3.13357 -3.94170 -0.112 0.664 0.186
H 0.30699 1.81339 -4.13577 0.399 -0.222 0.622
O 0.28143 2.51973 -3.43828 -0.367 -0.341 -0.901
H -1.56896 -1.90009 -3.91406 -0.780 0.059 -0.462
H -2.64461 -1.09527 -4.88351 -0.370 -0.557 0.450
O -1.73656 -1.29471 -4.66482 0.937 0.348 -0.065
H -5.11049 -3.21680 -1.51979 -0.542 -0.291 0.212
H -3.95098 -2.44060 -2.00823 -0.031 -0.070 -0.129
O -4.20194 -3.34560 -1.78460 0.383 0.462 -0.040
H -0.15196 1.91652 3.63367 0.164 0.410 0.443
H -0.23203 1.01081 2.49605 -0.254 0.287 -0.507
O 0.38505 1.26301 3.18146 -0.368 -0.309 0.138
H -2.03056 0.59784 -0.67441 -0.304 -0.033 0.125
H -1.83634 -0.41772 -1.75163 0.152 -0.074 -0.100
O -2.09985 -0.37348 -0.82558 0.189 -0.014 -0.127
H -1.20670 2.69146 -0.58120 -0.061 0.176 -0.010
H -2.52811 2.74690 -1.32323 -0.279 0.067 -0.170
O -2.13549 2.34488 -0.54657 0.359 -0.122 -0.131
H 0.88511 -0.12474 -5.16911 0.264 -0.259 -0.055
H -0.62698 0.04021 -5.30656 0.421 -0.050 0.166
O 0.21685 0.53466 -5.34648 -0.446 0.322 -0.061
H -2.01879 -2.49863 -1.80298 0.046 -0.259 0.330
H -1.32734 -3.82973 -2.11859 -0.220 -0.696 -0.004
O -1.35465 -2.91241 -2.36232 0.353 0.958 -0.148
H 2.53233 0.34255 4.97126 -0.340 -0.195 0.639
H 2.10292 0.70695 3.52574 -0.139 0.357 0.548
O 2.86535 0.61467 4.12723 0.485 0.019 -1.152

2.
64
Properties=species:S:1:pos:R:3:forces:R:3 method="wB97M-V/def2-TZVPD" gap_ev=7.7848 lumo_energy_ev=-1.92 charge=0
C -0.95646 2.19325 1.45703 -0.726 0.226 0.531
O -0.29078 1.04450 2.12410 -0.658 0.387 -2.405
C -0.06943 0.04276 1.06957 0.954 -0.458 -0.917
C 1.54777 -0.34664 0.91102 -0.747 0.043 -0.423
C 2.03362 -0.32714 -0.68526 0.630 -0.466 0.945
C 2.42053 1.17228 -1.22910 2.105 -1.929 1.200
O 1.28401 2.09577 -1.37140 -1.731 -1.111 -3.936
C 0.42621 1.75730 -2.51791 -3.550 -4.296 -1.264
O -0.35753 0.67328 -2.62557 5.515 6.665 1.283
O 0.35296 2.71845 -3.66732 -0.170 -1.572 4.079
I -1.46633 3.63782 -3.37940 0.659 -0.266 -0.404
H -1.94321 1.77961 0.95817 1.855 1.084 0.860
H -0.27014 2.69452 0.63834 -1.269 -1.063 1.683
H -1.24253 2.97220 2.29229 0.668 -1.604 -1.706
H -0.39839 0.52149 0.04934 0.433 -1.292 1.880
H -0.69608 -0.94690 1.29334 1.246 2.111 -0.461
H 1.72129 -1.43433 1.35679 -0.143 2.693 -0.932
H 2.15646 0.48027 1.49335 -1.165 -1.848 -1.024
H 1.27493 -0.91769 -1.35451 1.389 1.393 1.172
H 3.05084 -0.95187 -0.69196 -2.073 1.485 -0.172
H 3.12995 1.65062 -0.39654 -1.808 -0.835 -1.924
H 3.09263 1.07125 -2.19554 -1.729 0.507 1.729
O 5.35596 2.81698 -1.47428 -0.014 0.032 -0.192
H 4.75667 3.56971 -1.35898 0.255 -0.098 -0.155
H 5.73408 2.95176 -2.35613 -0.168 0.085 0.349
O 4.38547 5.29184 -3.30871 -0.330 -0.199 -0.202
H 3.49585 5.62013 -3.10913 0.228 -0.056 0.016
H 4.28152 4.83472 -4.15667 0.031 0.191 0.256
O 7.30516 0.29155 -0.34005 -0.036 0.256 -0.310
H 6.70587 1.04428 -0.22474 0.111 -0.133 -0.095
H 7.68328 0.42633 -1.22189 -0.137 -0.056 0.360
O 2.89747 -2.59907 2.73917 0.250 -0.292 0.360
H 3.44924 -2.32150 3.48586 -0.190 -0.047 -0.300
H 3.15524 -3.52067 2.58750 0.101 0.174 -0.008
O 3.69174 -5.42476 3.24634 -0.210 -0.317 0.382
H 4.10039 -6.27988 3.44840 -0.056 0.335 -0.173
H 2.95797 -5.36139 3.87590 0.185 -0.018 -0.164
O -1.70234 -2.11880 -3.26817 0.402 0.016 -0.036
H -1.08200 -1.39264 -3.43225 -0.205 -0.021 0.104
H -1.13473 -2.85336 -2.99063 -0.144 0.050 -0.004
O -3.35823 -0.82202 2.88884 0.131 -0.197 -0.354
H -2.41571 -0.61799 2.98411 -0.032 0.069 -0.215
H -3.50618 -0.80329 1.93147 0.046 0.333 0.284
O -0.28261 -4.89383 -2.63959 -0.108 -0.384 -0.207
H -0.96509 -5.33330 -3.16886 0.189 0.149 0.155
H 0.41561 -5.56059 -2.55771 -0.172 0.326 0.020
O -4.60069 -3.39355 0.85660 0.352 0.362 -0.137
H -3.85181 -3.68909 0.31727 -0.258 0.067 0.126
H -4.21948 -2.71653 1.43550 -0.101 -0.396 0.083
O 0.81828 5.04455 -0.95301 -0.318 -0.180 0.053
H 0.89473 4.08976 -1.09993 0.160 0.186 0.083
H -0.09906 5.16436 -0.66507 0.338 0.050 -0.092
O -6.09781 1.02666 3.51826 -0.030 -0.423 -0.074
H -6.78029 0.58719 2.98898 0.229 0.181 0.107
H -5.39959 0.35990 3.60013 -0.097 0.205 -0.110
O -6.58600 -0.78702 -0.06616 -0.062 -0.329 -0.065
H -7.26847 -1.22650 -0.59544 0.269 0.184 0.209
H -5.88777 -1.45379 0.01572 -0.201 0.026 -0.079
O -2.78871 0.23351 5.68405 -0.304 -0.065 -0.173
H -3.67834 0.56181 5.88363 0.315 -0.080 -0.073
H -2.89266 -0.22360 4.83609 -0.151 0.206 0.441
O -4.10100 -0.33214 -3.47262 -0.216 -0.305 -0.241
H -4.78348 -0.77162 -4.00189 0.254 0.226 0.218
H -3.40278 -0.99891 -3.39074 0.011 0.032 0.059

3.
60
Properties=species:S:1:pos:R:3:forces:R:3 method="wB97M-V/def2-TZVPD" gap_ev=10.0923 lumo_energy_ev=0.36 charge=0 relative_energy_kcal_mol=31.8
O -0.82848 -0.45068 3.09258 0.500 -1.099 -0.882
C -0.28463 -1.02567 2.15011 -0.679 -0.868 0.967
C 0.64468 -0.30331 1.21610 1.290 0.595 -0.461
C 0.15214 -0.56332 -0.22028 0.176 -0.106 0.192
C 0.55632 -1.95705 -0.72429 -0.695 -0.303 -0.123
C 1.92428 -1.93207 -1.38073 0.005 0.894 0.425
C -0.50805 -2.48617 -1.71196 2.669 -0.989 -2.050
N 0.72069 1.15925 1.44978 0.483 -1.045 -1.138
H -0.51571 -2.15059 1.95907 0.216 1.914 0.071
H 1.70230 -0.71988 1.32211 -1.682 0.436 -0.128
H -0.94162 -0.45874 -0.25903 0.194 0.047 0.048
H 0.58074 0.22440 -0.85805 -0.213 -0.297 0.201
H 0.60922 -2.64245 0.15214 -0.093 0.289 -0.573
H 2.19461 -2.89793 -1.71923 0.272 -1.110 -0.411
H 1.94061 -1.25707 -2.24604 0.057 -0.051 0.185
H 2.68923 -1.61999 -0.66467 -0.092 0.090 -0.213
H -0.59992 -1.82608 -2.62532 -0.041 -0.684 0.998
H -1.45829 -2.57835 -1.29886 -1.639 -0.112 0.783
H -0.18438 -3.51953 -2.12802 -0.541 1.573 0.709
H 0.88749 1.36628 2.40480 0.003 0.301 1.025
H -0.15562 1.58261 1.16798 -0.251 -0.054 0.215
H 1.84771 -3.01686 3.40632 -0.626 0.691 -2.246
H 2.43596 -2.40637 2.13061 2.118 0.691 -0.872
O 1.61702 -2.70477 2.46378 -1.310 -1.921 3.501
H -1.65403 3.06625 -1.52121 -0.436 -0.838 -0.723
H -1.52920 4.56304 -1.47211 -0.425 2.221 -1.336
O -1.38416 3.80380 -0.97488 0.637 -0.881 1.674
H 1.00941 0.86017 -2.92896 -0.337 0.100 -0.337
H 0.19693 -0.39814 -3.20401 -0.176 0.451 -0.271
O 0.17732 0.55938 -3.37692 0.582 -0.481 0.201
H 3.15080 0.78464 -0.65297 -0.329 0.084 -1.061
H 2.82518 1.09097 0.77931 -0.580 0.381 0.373
O 3.50008 0.69657 0.22782 1.014 -0.300 0.998
H -2.20805 2.72427 0.60466 0.260 -1.395 0.185
H -2.00575 1.60191 -0.39723 0.055 -0.414 0.115
O -2.03337 1.74245 0.57702 -0.412 1.720 -0.035
H -4.11278 -0.95543 -2.50618 -3.763 -0.299 -1.807
H -3.40356 -1.24021 -1.20972 -0.183 -0.257 0.234
O -3.30662 -0.89218 -2.11786 3.775 0.541 1.460
H 3.80455 -0.75176 1.05660 0.054 -0.079 -0.025
H 4.64994 -2.02914 1.13212 0.306 -0.269 -0.068
O 3.87761 -1.62144 1.51645 0.032 0.296 0.058
H -2.56435 0.63781 -2.11598 0.078 0.354 -0.093
H -1.18113 1.16619 -2.56822 0.342 -0.098 -0.229
O -1.98835 1.44869 -2.09691 -0.561 -0.218 0.125
H 1.84626 2.22512 -1.50482 0.483 -0.242 -0.440
H 2.95594 1.94442 -2.60672 -0.059 0.040 0.058
O 2.31393 1.49485 -2.04472 -0.301 0.584 0.109
H -3.42250 -2.64994 0.71539 -0.195 0.263 -0.225
H -3.68835 -1.14747 1.00023 -0.071 -0.183 0.056
O -3.81461 -1.85824 0.31721 0.264 -0.225 0.275
H -2.94368 0.67696 1.62985 0.771 1.604 -1.229
H -2.63524 -0.23542 2.76929 -0.303 -0.081 -0.051
O -3.34474 0.01201 2.15383 -0.872 -1.481 1.382
H -0.64118 2.29293 4.51273 -3.385 2.723 1.247
H -0.34438 0.96483 3.91808 -0.007 -0.036 0.014
O 0.04804 1.77503 4.28067 3.441 -2.334 -0.940
H 0.29044 3.54026 -0.69600 -0.035 0.102 0.052
H 1.29097 2.90987 0.26243 0.080 -1.180 2.013
O 1.24230 3.38129 -0.53718 0.132 0.947 -1.982

Largest force on an atom readings, ordered: 0.051; 0.170; 0.088 Eh/bohr
Energy readings, ordered: -35495.5641; -51804.9396; -37012.2153 eV